No. 1
The following is a DFT calculation (ωB97M-V/def2-TZVPD) of a molecular structure, C21H50ClCrN7O3SbSi3.

```
! RIJCOSX wB97M-V def2-TZVPD def2/J DEFGRID3
* xyz 2 4
Cr 0.657 -0.369 0.569
N -1.450 0.415 1.104
C -2.409 0.003 0.068
C -3.604 0.973 -0.101
C -5.005 0.373 0.114
C -5.700 -0.021 -1.183
N -4.894 -0.934 -1.985
C -5.028 -2.243 -2.108
N -6.138 -2.886 -1.726
N -4.014 -2.934 -2.639
C -1.608 -0.238 -1.215
O -2.195 -0.511 -2.265
O -0.336 -0.175 -1.107
H -1.862 0.344 2.029
H -1.214 1.396 0.974
H -2.777 -0.989 0.344
H -3.563 1.453 -1.083
H -3.454 1.778 0.619
H -5.649 1.112 0.594
H -4.953 -0.480 0.796
H -5.865 0.870 -1.790
H -6.687 -0.439 -0.988
H -3.957 -0.592 -2.238
H -6.975 -2.373 -1.513
H -6.253 -3.862 -1.939
H -3.151 -2.448 -2.837
H -4.080 -3.922 -2.807
C 6.463 0.250 -0.859
Si 5.034 -0.048 0.298
C 4.947 1.333 1.563
C 5.190 -1.720 1.145
Sb 2.828 -0.050 -0.980
Si 2.605 2.170 -2.240
C 4.255 2.601 -2.997
C 2.092 3.479 -1.013
C 1.297 1.905 -3.544
Si 2.974 -1.893 -2.765
C 3.216 -3.519 -1.873
C 1.368 -1.877 -3.714
C 4.430 -1.546 -3.874
H 7.397 0.212 -0.290
H 6.404 1.232 -1.332
H 6.527 -0.502 -1.647
H 5.767 1.218 2.277
H 4.011 1.332 2.124
H 5.056 2.311 1.088
H 5.515 -1.586 2.180
H 5.940 -2.336 0.643
H 4.258 -2.288 1.162
H 4.965 2.948 -2.243
H 4.112 3.419 -3.710
H 4.713 1.771 -3.538
H 2.863 3.649 -0.258
H 1.166 3.226 -0.498
H 1.942 4.419 -1.551
H 1.679 1.311 -4.376
H 0.995 2.876 -3.947
H 0.413 1.403 -3.148
H 2.278 -3.920 -1.485
H 3.939 -3.465 -1.057
H 3.602 -4.243 -2.598
H 0.501 -1.673 -3.083
H 1.239 -2.857 -4.184
H 1.380 -1.131 -4.511
H 5.381 -1.712 -3.364
H 4.428 -0.532 -4.278
H 4.392 -2.236 -4.723
C 1.680 3.365 3.675
N 1.834 1.902 3.636
C 2.406 1.241 4.682
C 2.583 -0.094 4.676
C 2.159 -0.811 3.515
N 1.645 -0.153 2.476
C 1.440 1.193 2.535
O 0.903 1.723 1.545
N 2.279 -2.129 3.455
H 2.644 3.820 3.892
H 0.956 3.641 4.438
H 1.331 3.695 2.703
H 2.701 1.860 5.519
H 3.024 -0.600 5.521
H 2.651 -2.649 4.231
H 1.903 -2.641 2.673
Cl -0.607 -2.618 1.649
C 0.680 -2.377 0.367
H 0.240 -2.699 -0.573
H 1.516 -3.027 0.621
*
```

## Properties
E_LUMO (spin up / spin down): -4.8 / -4.8 eV
E: -110271.096 eV
HOMO energy (spin up / spin down): -13.4 / -13.0 eV
Max |F|: 0.624 eV Å⁻¹
Expectation value of S²: 3.86
HOMO-LUMO gap (spin up / spin down): 8.510 / 8.209 eV

No. 2
The following is a DFT calculation (ωB97M-V/def2-TZVPD) of a molecular structure, C21H51B3F3N7O9P2.

```
! RIJCOSX wB97M-V def2-TZVPD def2/J DEFGRID3
* xyz 0 1
C 5.412 -1.499 -0.266
C 4.187 -1.438 -1.207
O 3.590 -2.407 -1.484
N 3.845 -0.106 -1.706
B 2.432 0.283 -1.473
O 2.180 1.401 -0.659
B 1.249 2.142 -1.432
C 1.725 3.406 -2.287
O 1.284 4.672 -1.760
C 1.552 5.734 -2.560
F 0.394 6.174 -3.085
F 2.361 5.482 -3.585
F 2.086 6.701 -1.822
O -0.053 1.634 -1.416
B 0.107 0.240 -1.568
C -1.153 -0.676 -1.246
C -2.146 -0.662 -2.470
C -1.714 -1.755 -3.491
O -3.477 -1.016 -2.054
O 1.319 -0.326 -2.025
C 4.231 0.121 -3.036
C 5.493 -0.509 -3.639
O 3.570 0.866 -3.704
H 6.051 -0.634 -0.518
H 5.968 -2.438 -0.372
H 5.054 -1.324 0.765
H 2.830 3.371 -2.354
H 1.369 3.236 -3.326
H -1.689 -0.188 -0.412
H -0.841 -1.707 -1.018
H -2.208 0.340 -2.936
H -1.448 -2.668 -2.934
H -0.890 -1.385 -4.123
H -2.594 -1.978 -4.122
H -3.913 -0.254 -1.650
H 6.105 -1.047 -2.893
H 6.133 0.296 -4.038
H 5.242 -1.191 -4.464
O -1.851 -5.316 -1.439
P -2.982 -5.976 -0.657
N -3.481 -7.009 -1.926
C -4.754 -7.185 -2.583
C -2.628 -8.169 -2.126
N -3.888 -4.496 -0.446
C -5.058 -4.129 -1.234
C -3.049 -3.294 -0.319
N -4.023 -6.784 0.508
C -5.460 -6.780 0.609
C -3.458 -6.664 1.861
H -5.315 -8.034 -2.162
H -4.607 -7.392 -3.647
H -5.391 -6.305 -2.537
H -2.857 -8.962 -1.398
H -1.574 -7.900 -2.010
H -2.734 -8.579 -3.132
H -4.897 -4.267 -2.310
H -5.317 -3.080 -1.087
H -5.955 -4.672 -0.926
H -2.740 -2.919 -1.286
H -2.152 -3.502 0.269
H -3.586 -2.498 0.201
H -5.837 -5.907 1.159
H -5.775 -7.676 1.154
H -5.977 -6.832 -0.346
H -3.622 -5.656 2.273
H -2.377 -6.842 1.841
H -3.891 -7.396 2.544
O 3.211 3.559 4.243
P 1.990 4.384 3.853
N 2.319 4.391 2.176
C 2.493 5.469 1.233
C 1.987 3.146 1.496
N 2.484 5.799 4.758
C 3.090 6.983 4.162
C 3.229 5.495 5.988
N 0.395 5.086 3.618
C 0.033 6.418 3.204
C -0.506 4.672 4.705
H 1.566 5.680 0.682
H 3.254 5.207 0.491
H 2.830 6.396 1.690
H 0.906 3.088 1.285
H 2.256 2.286 2.115
H 2.531 3.039 0.568
H 3.903 6.731 3.470
H 3.517 7.634 4.927
H 2.360 7.614 3.652
H 4.291 5.310 5.788
H 2.822 4.617 6.490
H 3.153 6.325 6.695
H 0.016 7.125 4.045
H -0.973 6.389 2.775
H 0.664 6.831 2.422
H -0.295 5.228 5.631
H -0.378 3.605 4.922
H -1.553 4.821 4.438
*
```

## Properties
E_LUMO: -0.6 eV
E: -80223.779 eV
HOMO energy: -7.8 eV
Max |F|: 8.120 eV Å⁻¹
HOMO-LUMO gap: 7.236 eV

No. 3
The following is a DFT calculation (ωB97M-V/def2-TZVPD) of 7 unconnected molecules or ions with the total composition C21H51F2O26P5.

```
! RIJCOSX wB97M-V def2-TZVPD def2/J DEFGRID3
* xyz 0 1
O 1.626 2.392 -4.394
C 1.953 3.441 -3.767
O 1.274 4.597 -3.789
C 1.749 5.536 -2.902
C 3.183 5.069 -2.816
F 3.486 5.271 -1.600
O 2.969 3.618 -2.899
H 1.582 6.555 -3.252
H 1.253 5.479 -1.934
H 3.837 5.557 -3.539
O -9.125 -1.390 -0.704
C -9.753 -1.082 -1.728
O -11.131 -1.019 -1.851
C -11.406 -0.641 -3.221
C -10.007 -0.182 -3.710
F -9.792 1.171 -3.617
O -9.114 -0.826 -2.842
H -11.729 -1.565 -3.701
H -12.130 0.143 -3.440
H -9.811 -0.497 -4.735
C -3.613 -6.390 -10.818
O -2.956 -6.089 -9.649
P -2.394 -4.644 -9.095
O -3.293 -3.497 -9.501
O -2.232 -4.896 -7.498
C -2.244 -3.912 -6.556
O -0.801 -4.515 -9.618
C -0.212 -3.290 -9.416
H -3.910 -5.525 -11.411
H -4.439 -6.992 -10.437
H -2.890 -6.927 -11.431
H -3.282 -3.583 -6.533
H -1.585 -3.050 -6.663
H -2.125 -4.304 -5.546
H 0.299 -3.096 -10.359
H 0.599 -3.270 -8.688
H -0.888 -2.448 -9.267
C -3.171 -2.252 2.113
O -2.683 -0.889 2.332
P -2.406 0.037 1.041
O -2.162 -0.700 -0.248
O -3.559 1.232 1.107
C -3.637 2.123 0.007
O -1.162 0.895 1.671
C 0.217 0.463 1.741
H -3.105 -2.929 2.964
H -2.775 -2.759 1.234
H -4.225 -2.047 1.925
H -4.199 1.710 -0.831
H -2.604 2.271 -0.308
H -3.991 3.144 0.153
H 1.014 1.172 1.517
H 0.478 -0.307 1.014
H 0.473 0.139 2.750
C 3.106 -2.167 8.774
O 4.058 -3.295 8.651
P 5.658 -2.988 8.351
O 5.949 -2.273 7.054
O 6.037 -2.174 9.646
C 7.368 -1.696 9.908
O 6.260 -4.489 8.642
C 7.693 -4.749 8.504
H 3.756 -1.325 9.011
H 2.457 -2.306 9.638
H 2.665 -1.910 7.810
H 8.097 -1.674 9.098
H 7.775 -2.303 10.717
H 7.320 -0.682 10.304
H 8.033 -4.971 9.516
H 8.308 -3.955 8.082
H 7.690 -5.614 7.841
C 1.264 10.080 2.429
O 0.895 10.340 1.133
P -0.276 11.387 0.707
O -0.717 11.382 -0.706
O -1.523 11.066 1.815
C -2.674 10.324 1.381
O 0.317 12.893 1.192
C 0.844 13.672 0.102
H 0.665 10.514 3.230
H 2.275 10.397 2.687
H 1.408 9.008 2.562
H -3.598 10.901 1.374
H -2.807 9.483 2.062
H -2.585 9.945 0.363
H 1.172 13.074 -0.748
H 1.655 14.283 0.500
H 0.112 14.362 -0.318
C 2.004 -6.219 2.851
O 2.984 -5.934 1.920
P 3.504 -6.920 0.667
O 2.491 -7.942 0.387
O 3.849 -5.855 -0.553
C 2.923 -4.960 -0.965
O 4.935 -7.392 1.077
C 4.958 -8.093 2.331
H 1.227 -6.836 2.399
H 1.569 -5.259 3.129
H 2.500 -6.630 3.730
H 1.870 -5.170 -0.777
H 2.829 -5.041 -2.048
H 3.276 -3.937 -0.835
H 4.351 -8.991 2.440
H 4.668 -7.395 3.116
H 5.956 -8.463 2.562
*
```

## Properties
E_LUMO: 0.4 eV
E: -127723.897 eV
HOMO energy: -10.4 eV
Max |F|: 5.790 eV Å⁻¹
HOMO-LUMO gap: 10.739 eV
SMILES: O=C1OC[C@@H](F)O1.O=C1OC[C@@H](F)O1.COP(=O)(OC)OC.COP(=O)(OC)OC.COP(=O)(OC)OC.COP(=O)(OC)OC.COP(=O)(OC)OC

No. 4
The following is a DFT calculation (ωB97M-V/def2-TZVPD) of a molecular structure, C21H51N3O11P2.

```
! RIJCOSX wB97M-V def2-TZVPD def2/J DEFGRID3
* xyz 0 1
C -1.368 -1.848 1.443
O -0.176 -1.557 1.606
N -2.016 -2.494 2.425
C -3.462 -2.436 2.357
C -1.473 -3.151 3.671
H -2.039 -1.446 0.668
H -4.048 -1.943 3.132
H -3.844 -3.457 2.387
H -3.820 -2.184 1.359
H -1.382 -2.462 4.511
H -1.961 -4.118 3.792
H -0.499 -3.627 3.560
C 1.997 1.995 -1.248
O 2.809 2.227 -0.343
N 1.612 2.935 -2.088
C 0.711 2.729 -3.177
C 2.284 4.298 -2.197
H 1.613 0.981 -1.435
H 0.187 3.584 -3.606
H -0.171 2.195 -2.823
H 1.228 2.172 -3.958
H 2.625 4.498 -3.214
H 1.556 5.054 -1.903
H 3.190 4.325 -1.592
C -1.033 0.644 -2.216
O -1.591 1.134 -3.213
N -1.087 -0.704 -2.037
C -0.520 -1.388 -0.827
C -1.967 -1.530 -2.889
H -0.626 1.197 -1.356
H -0.016 -2.343 -0.974
H -1.260 -1.396 -0.027
H 0.291 -0.845 -0.342
H -2.115 -1.187 -3.913
H -1.629 -2.566 -2.879
H -2.906 -1.579 -2.337
C -1.686 4.208 0.745
C -0.764 3.294 1.494
O -1.230 1.913 1.379
P -2.158 1.302 2.582
O -3.156 2.179 3.314
O -2.818 0.060 1.842
C -3.364 0.388 0.599
C -4.911 0.068 0.688
O -1.080 0.583 3.572
C -0.079 1.141 4.373
C 0.105 0.500 5.754
H -1.718 4.159 -0.344
H -2.730 3.958 0.934
H -1.390 5.250 0.866
H 0.288 3.463 1.267
H -1.005 3.519 2.533
H -3.070 1.301 0.082
H -2.873 -0.294 -0.094
H -5.334 0.710 -0.084
H -5.201 -0.925 0.344
H -5.401 0.237 1.647
H 0.761 0.843 3.745
H -0.102 2.202 4.622
H 1.102 0.691 6.151
H -0.670 0.676 6.499
H 0.060 -0.546 5.449
C 0.422 -2.872 -3.778
C 1.450 -1.829 -4.305
O 2.556 -1.602 -3.444
P 2.444 -1.265 -1.904
O 1.381 -0.255 -1.672
O 2.074 -2.567 -1.115
C 1.685 -2.541 0.249
C 2.867 -2.787 1.159
O 4.003 -0.892 -1.434
C 4.429 0.419 -1.712
C 5.426 0.891 -0.620
H 1.017 -3.771 -3.615
H 0.117 -2.366 -2.862
H -0.490 -2.981 -4.364
H 1.821 -2.209 -5.256
H 0.979 -0.976 -4.795
H 1.076 -1.643 0.353
H 0.989 -3.373 0.351
H 2.546 -2.803 2.200
H 3.333 -3.717 0.831
H 3.564 -1.978 0.944
H 4.981 0.499 -2.649
H 3.586 1.110 -1.688
H 4.976 0.935 0.371
H 6.218 0.142 -0.637
H 5.878 1.847 -0.884
*
```

## Properties
E_LUMO: 0.5 eV
E: -68169.710 eV
HOMO energy: -8.0 eV
Max |F|: 6.157 eV Å⁻¹
HOMO-LUMO gap: 8.456 eV

No. 5
The following is a DFT calculation (ωB97M-V/def2-TZVPD) of 3 unconnected molecules or ions with the total composition C21H52B2ClN2O9.

```
! RIJCOSX wB97M-V def2-TZVPD def2/J DEFGRID3
* xyz -1 1
C 2.729 2.308 -0.777
C 2.125 1.120 -1.732
C 1.317 1.641 -3.059
C 0.024 2.628 -2.712
C -0.941 2.044 -1.510
B -2.355 2.857 -1.307
C -3.527 1.921 -2.059
C -3.952 0.592 -1.203
C -3.435 -0.839 -1.875
Cl -4.149 -1.106 -3.578
C -2.403 4.316 -2.135
O -2.805 4.076 -3.561
O -2.028 4.734 -4.374
O -2.782 3.042 0.092
B -1.959 4.030 0.813
O -0.831 3.473 1.640
O -2.158 5.492 0.850
H 3.721 1.880 -0.278
H 3.004 3.297 -1.342
H 1.937 2.527 0.061
H 1.368 0.470 -1.088
H 2.968 0.372 -2.123
H 0.939 0.707 -3.698
H 2.057 2.277 -3.741
H 0.417 3.683 -2.391
H -0.634 2.634 -3.694
H -1.216 0.928 -1.832
H -0.278 1.944 -0.551
H -4.505 2.557 -2.289
H -3.019 1.523 -3.063
H -3.591 0.571 -0.091
H -5.143 0.535 -1.241
H -3.898 -1.686 -1.173
H -2.274 -0.982 -1.837
H -1.408 4.927 -2.038
H -3.260 5.029 -1.708
H -1.865 4.076 -5.139
H -0.979 3.730 2.613
H -3.131 5.691 1.072
C 0.836 0.313 8.253
O -0.393 -0.218 7.780
C -1.357 0.790 7.454
C -1.574 0.861 5.934
N -0.399 1.411 5.250
C -0.436 1.254 3.793
C -0.446 -0.183 3.234
O 0.766 -0.904 3.461
C 0.850 -1.533 4.731
H 1.437 -0.514 8.642
H 1.395 0.787 7.444
H 0.672 1.031 9.063
H -1.088 1.772 7.867
H -2.297 0.484 7.921
H -2.442 1.495 5.722
H -1.795 -0.152 5.586
H 0.435 0.943 5.597
H 0.457 1.760 3.404
H -1.300 1.801 3.399
H -0.542 -0.102 2.144
H -1.316 -0.761 3.565
H -0.124 -1.860 5.103
H 1.328 -0.861 5.447
H 1.493 -2.410 4.635
C 4.500 -5.219 -2.149
O 4.297 -4.335 -3.241
C 3.622 -4.946 -4.346
C 2.199 -4.382 -4.493
N 1.332 -4.825 -3.396
C 0.053 -4.112 -3.330
C 0.100 -2.594 -3.061
O 0.566 -2.248 -1.756
C 1.979 -2.187 -1.631
H 5.169 -4.730 -1.435
H 3.559 -5.434 -1.639
H 4.968 -6.153 -2.477
H 3.613 -6.042 -4.274
H 4.190 -4.682 -5.243
H 1.774 -4.716 -5.445
H 2.280 -3.291 -4.516
H 1.818 -4.687 -2.513
H -0.521 -4.579 -2.518
H -0.506 -4.298 -4.253
H -0.933 -2.227 -3.112
H 0.648 -2.043 -3.833
H 2.469 -1.861 -2.551
H 2.366 -3.158 -1.314
H 2.221 -1.473 -0.842
*
```

## Properties
E_LUMO: 2.4 eV
E: -57898.878 eV
HOMO energy: -4.6 eV
Max |F|: 6.819 eV Å⁻¹
HOMO-LUMO gap: 6.943 eV